101
Properties=species:S:1:pos:R:3:forces:R:3 method="wB97M-V/def2-TZVPD" total_charge=+1 max_force_ev_per_a=0.99 e_homo_ha=-0.3763 gap_ev=6.524
C 0.310280 7.787342 2.617289 -0.463 0.348 0.108
C -1.134375 7.291418 2.763240 0.685 -0.006 0.381
O -1.285535 5.956260 2.307211 -0.348 0.391 -0.253
C -2.256013 5.753748 1.298364 0.211 -0.206 -0.020
C -1.574347 5.641231 -0.058786 -0.369 -0.044 -0.392
C -2.347310 4.822126 -1.089916 0.433 -0.318 -0.071
C -1.460151 4.209638 -2.193874 -0.543 0.699 0.336
C -0.517957 5.211007 -2.894247 0.210 -0.409 -0.086
C 0.818241 5.385254 -2.237443 -0.137 0.228 0.107
N 1.034275 6.560711 -1.616157 0.647 -0.282 0.102
C 2.174509 6.856005 -0.969371 -0.006 -0.180 -0.031
C 3.180351 5.930947 -0.914181 -0.049 0.371 0.144
C 3.010012 4.703084 -1.538012 -0.156 0.730 -0.591
C 4.080699 3.670423 -1.406966 0.032 -0.261 0.195
O 4.054495 2.954903 -0.458205 -0.077 -0.368 0.706
O 4.999422 3.571922 -2.372522 -0.640 0.193 -0.724
C 1.829607 4.420817 -2.230773 0.033 -0.247 0.162
C 1.677434 3.102907 -2.955985 -0.402 0.639 -0.350
C 1.863681 3.230912 -4.487107 0.802 -0.013 0.080
C 2.942829 4.226746 -4.950945 -0.565 0.005 -0.355
C 2.399543 5.574691 -5.428124 0.765 0.164 0.144
O 2.648246 6.554257 -4.407045 -0.332 -0.002 0.167
H 0.401875 8.471380 1.774289 0.178 -0.149 -0.259
H 0.552055 8.378237 3.496363 0.223 0.034 0.095
H 1.017055 6.968146 2.541408 0.030 -0.136 -0.016
H -1.793993 7.991717 2.253265 -0.275 -0.139 -0.105
H -1.383708 7.303642 3.822185 -0.199 -0.019 0.097
H -2.783245 4.833449 1.542887 0.020 -0.193 -0.041
H -3.006256 6.545101 1.273248 -0.035 0.129 0.166
H -1.423377 6.651731 -0.449412 0.237 0.097 0.054
H -0.607067 5.165930 0.092772 0.166 0.007 0.195
H -2.772880 3.969480 -0.563627 -0.341 -0.027 -0.019
H -3.157605 5.377280 -1.556843 -0.133 0.160 0.124
H -0.923348 3.385407 -1.738468 0.257 -0.159 -0.158
H -2.140016 3.824655 -2.947531 0.090 -0.319 -0.141
H -1.011356 6.173391 -3.011217 -0.054 0.173 0.092
H -0.317062 4.867184 -3.905616 -0.008 -0.084 -0.133
H 0.301029 7.255093 -1.609513 -0.142 -0.067 -0.093
H 2.242584 7.816038 -0.489396 -0.071 0.173 -0.002
H 4.078998 6.195429 -0.381535 0.144 -0.130 0.035
H 5.190509 2.624689 -2.467740 0.570 0.069 0.239
H 0.676230 2.719523 -2.804349 -0.104 -0.204 0.230
H 2.358045 2.383089 -2.514495 0.126 -0.154 -0.098
H 2.140175 2.246619 -4.856112 -0.177 -0.170 0.001
H 0.931475 3.497496 -4.977246 -0.209 -0.092 0.050
H 3.500073 3.787954 -5.774194 -0.004 -0.125 -0.100
H 3.672803 4.426711 -4.181379 0.237 0.040 0.208
H 1.338571 5.532262 -5.678114 -0.131 -0.038 0.009
H 2.949329 5.868368 -6.320424 -0.078 0.072 -0.165
H 2.621023 7.429806 -4.803179 0.004 0.006 -0.054
C 3.740900 -0.073585 0.436769 -0.098 0.014 0.045
C 2.676745 -1.073986 -0.002561 0.346 -0.053 0.077
C 2.466001 -2.240569 0.972102 -0.343 -0.115 -0.118
O 3.471385 -3.235931 0.915413 0.057 0.116 0.143
C 4.637815 -2.957882 1.668565 0.038 -0.191 -0.135
N 3.002332 -1.539445 -1.356161 -0.179 -0.023 -0.027
H 4.752173 -0.455136 0.293456 -0.020 -0.095 0.017
H 3.657680 0.837385 -0.147389 -0.001 -0.083 0.002
H 3.622729 0.194290 1.488697 0.018 -0.012 0.004
H 1.725506 -0.534183 -0.055006 -0.055 -0.070 0.016
H 1.536886 -2.748727 0.697567 0.043 -0.063 -0.009
H 2.338521 -1.882806 2.002290 0.103 0.079 -0.006
H 4.403809 -2.414033 2.587995 -0.006 0.050 -0.014
H 5.366770 -2.393879 1.081193 0.013 0.094 0.091
H 5.092671 -3.911786 1.934221 -0.042 -0.015 0.004
H 2.244242 -2.126147 -1.694200 -0.019 0.051 -0.026
H 3.789842 -2.177724 -1.277276 0.045 0.051 -0.014
C 1.082455 -6.142365 0.332863 0.155 0.036 0.108
C -0.278727 -5.781970 0.919845 0.144 -0.084 -0.294
C -1.356166 -6.849919 0.692292 -0.178 0.093 0.226
O -1.892878 -6.874925 -0.619767 0.099 -0.099 -0.004
C -1.132965 -7.594889 -1.571967 -0.147 0.108 -0.082
N -0.691846 -4.472361 0.399469 -0.124 0.035 0.072
H 1.106671 -6.027451 -0.751261 -0.071 -0.020 -0.016
H 1.855966 -5.489463 0.739895 -0.027 0.042 -0.028
H 1.353847 -7.172056 0.573598 -0.023 -0.009 -0.024
H -0.151293 -5.688641 2.001929 -0.097 -0.012 0.023
H -2.197895 -6.622345 1.349938 -0.009 -0.018 -0.017
H -0.993719 -7.845572 0.977769 0.081 0.004 -0.052
H -0.647701 -8.466419 -1.123766 0.048 0.018 0.021
H -0.380795 -6.959031 -2.045784 0.097 -0.086 0.024
H -1.817173 -7.938522 -2.347695 -0.029 0.000 0.033
H -1.548682 -4.189278 0.867367 0.055 0.043 0.060
H -0.973756 -4.606536 -0.568375 0.059 -0.001 -0.020
C -5.136209 -6.905043 2.475987 0.004 -0.011 -0.133
C -4.479733 -8.001882 3.309011 -0.099 0.273 0.064
C -5.417257 -8.631570 4.349597 0.108 -0.227 -0.019
O -5.634529 -7.841811 5.501975 -0.097 0.036 -0.075
C -6.631123 -6.844844 5.375289 0.100 0.023 0.162
N -3.256619 -7.470052 3.920681 -0.015 -0.144 0.061
H -5.245540 -5.976416 3.036345 -0.008 -0.025 0.063
H -4.526986 -6.682828 1.599313 0.018 -0.005 0.017
H -6.123169 -7.213079 2.126031 -0.006 0.009 0.018
H -4.188783 -8.801460 2.621064 0.000 -0.059 0.050
H -4.949207 -9.550474 4.712393 0.009 0.031 0.057
H -6.375014 -8.918935 3.896634 -0.010 0.082 -0.048
H -7.451762 -7.175346 4.732341 0.016 0.009 -0.050
H -6.214159 -5.911271 4.989413 -0.088 0.008 -0.091
H -7.027137 -6.648044 6.371096 0.013 -0.043 0.008
H -2.767045 -8.226182 4.391262 0.069 0.005 -0.084
H -3.536932 -6.851030 4.677075 0.004 0.063 -0.049

53
Properties=species:S:1:pos:R:3:forces:R:3 method="wB97M-V/def2-TZVPD" total_charge=+2 max_force_ev_per_a=3.67 e_homo_ha="-0.5177 / -0.5177" gap_ev="4.228 / 4.226"
I -1.078889 -2.041422 -1.886237 -0.575 0.852 -0.781
I -1.320271 2.079253 -1.789261 -0.275 -1.088 -0.693
La 1.457854 0.089096 -1.873856 -0.702 0.051 0.553
P 0.133683 0.039105 -4.544817 0.739 0.065 -1.807
C -1.467507 0.019915 -5.384452 -0.753 0.017 0.335
C 0.902851 1.441992 -5.445375 0.081 -0.012 0.422
H 1.917954 -1.549701 -5.001721 -0.245 -0.101 -0.380
H 0.993499 -1.111984 -6.498032 0.008 -0.257 0.514
H 0.289925 -2.262033 -5.284696 0.306 0.170 -0.120
C 0.916053 -1.368909 -5.425832 0.182 -0.093 0.381
H 1.908923 1.619748 -5.037729 -0.162 0.121 -0.357
H 0.958769 1.174140 -6.511875 0.051 0.279 0.375
H -1.303825 0.012829 -6.468998 0.066 -0.001 0.248
H -2.057349 0.901949 -5.125173 -0.003 -0.004 -0.120
H 0.279749 2.332996 -5.298344 0.262 -0.084 -0.130
H -2.043460 -0.866960 -5.111044 0.004 0.002 -0.123
C -2.238301 0.000803 -2.567666 -2.738 0.025 2.439
O -3.408931 -0.054062 -2.583133 3.083 0.016 -0.778
Cl 3.871792 0.057125 -2.569965 0.409 -0.022 -0.141
C 4.437879 -0.342783 3.511059 -0.316 0.112 -0.223
C 4.031890 -1.306076 2.575375 -0.081 0.232 0.176
C 2.767658 -1.211297 1.981331 0.460 0.026 -0.077
C 1.908118 -0.159304 2.299709 -0.338 0.056 0.071
C 2.290086 0.770204 3.267477 0.279 0.222 0.233
C 3.561776 0.695499 3.861806 -0.104 -0.251 -0.240
Sb 0.053812 0.003191 1.195069 0.217 -0.047 1.853
C -1.081001 -1.677984 2.009384 -0.186 0.345 -0.220
C -2.350773 -1.931938 1.481819 -0.127 -0.340 -0.347
C -2.974141 -3.169751 1.673022 0.094 0.140 0.119
C -2.358030 -4.149143 2.452250 0.193 0.168 -0.171
C -1.131582 -3.868308 3.056812 -0.244 0.194 -0.129
C -0.509305 -2.630914 2.853363 0.351 -0.185 -0.008
C -0.761745 1.874529 1.944989 -0.136 -0.394 -0.059
C -2.029206 1.962342 2.531773 0.066 0.205 -0.190
C -2.600584 3.221420 2.769693 0.071 -0.022 0.067
C -1.903395 4.391454 2.457340 0.134 -0.395 -0.133
C -0.616369 4.296176 1.921839 -0.148 0.019 0.067
C -0.048598 3.045143 1.672218 -0.278 0.144 -0.217
H 5.436504 -0.392095 3.953929 -0.407 -0.017 -0.145
H 4.701818 -2.123147 2.303290 -0.214 0.225 0.110
H 2.459684 -1.979491 1.271724 0.065 0.022 0.031
H 1.598856 1.556720 3.579132 0.254 -0.157 -0.147
H 3.870469 1.455388 4.587787 -0.179 -0.372 -0.260
H -2.869196 -1.196212 0.868036 0.147 -0.035 0.030
H -3.925260 -3.375513 1.181195 0.175 0.110 0.248
H -2.818243 -5.130550 2.563688 0.106 0.278 0.038
H -0.649162 -4.629217 3.664944 -0.056 0.235 -0.006
H 0.438727 -2.440889 3.352638 -0.063 -0.005 -0.202
H -2.577503 1.062081 2.797713 0.020 0.117 -0.074
H -3.602049 3.293380 3.201596 0.362 -0.097 -0.115
H -2.359163 5.366370 2.620112 0.117 -0.239 0.016
H -0.056560 5.200082 1.689065 -0.076 -0.190 0.089
H 0.952051 3.006771 1.257028 0.105 -0.038 -0.021